#a
Entry from OMol25: a cluster of 3 separate species, C4H14NO2 in total (ωB97M-V with the def2-TZVPD basis set).

```
! wB97M-V def2-TZVPD RIJCOSX def2/J DEFGRID3
* xyz 1 1
C -0.146 -1.086 0.756
N 0.226 -0.189 -0.433
C 1.400 0.525 -0.033
C 1.237 0.599 1.570
C 0.963 -0.862 1.813
H -0.158 -2.092 0.355
H -1.190 -0.701 1.283
H 0.520 -0.835 -1.225
H -0.675 0.339 -0.733
H 2.247 -0.200 -0.195
H 1.483 1.514 -0.471
H 0.301 1.214 1.759
H 2.174 1.152 2.035
H 1.767 -1.548 1.583
H 0.503 -1.032 2.809
H -2.184 -0.982 -2.934
H -0.949 -1.738 -3.255
O -1.281 -1.021 -2.659
H -2.846 2.157 -0.676
H -1.528 2.864 -0.668
O -1.865 1.923 -0.681
*
```

Output
HOMO ... -15.59 eV
Kohn-Sham gap ... 12.67 eV

Atom charges from the Löwdin analysis, given in e for atoms 1 to 5: -0.11, -0.01, -0.15, -0.15, -0.20

***

#b
Entry from OMol25: a cluster of 2 separate species, C4H14NO2 in total (ωB97M-V with the def2-TZVPD basis set).

```
! wB97M-V def2-TZVPD RIJCOSX def2/J DEFGRID3
* xyz 1 1
O -0.077 -2.119 -1.134
C -0.924 -1.044 -1.500
C -1.105 -0.267 -0.181
N 0.270 0.057 0.290
C 0.389 0.276 1.752
C -1.853 1.064 -0.354
H 0.253 -2.669 -1.843
H -1.888 -1.435 -1.854
H -0.476 -0.422 -2.288
H -1.600 -0.954 0.501
H 0.943 -0.689 0.080
H 0.646 0.842 -0.242
H 1.434 0.212 2.056
H -0.149 -0.420 2.391
H 0.139 1.292 2.061
H -2.924 0.959 -0.521
H -1.935 1.544 0.638
H -1.272 1.716 -0.988
H 3.343 1.029 1.091
H 3.704 0.579 -0.328
O 3.080 0.449 0.372
*
```

Output
HOMO ... -14.83 eV
Kohn-Sham gap ... 11.97 eV

Atom charges from the Löwdin analysis, given in e for atoms 1 to 5: -0.05, -0.19, -0.30, 0.02, 0.00

***

#c
Entry from OMol25: a cluster of 3 separate species, C4H14NO2 in total (ωB97M-V with the def2-TZVPD basis set).

```
! wB97M-V def2-TZVPD RIJCOSX def2/J DEFGRID3
* xyz 1 1
C 1.323 -0.333 -0.276
C 2.399 0.756 -0.489
C 1.771 2.092 -0.611
C 1.754 3.058 0.313
N 0.350 -0.035 0.835
H 1.641 -1.361 -0.165
H 0.676 -0.410 -1.177
H 3.195 0.592 -1.236
H 2.958 0.709 0.443
H 1.199 2.369 -1.492
H 0.938 3.748 0.506
H 2.471 2.903 1.135
H -0.552 -0.553 0.601
H 0.079 0.940 0.998
H 0.796 -0.253 1.725
H -4.643 -3.404 -0.294
H -4.709 -2.777 0.997
O -4.155 -2.734 0.204
H -2.284 -1.749 0.281
H -1.483 -2.079 -0.839
O -1.666 -1.278 -0.322
*
```

Output
HOMO ... -13.34 eV
Kohn-Sham gap ... 10.40 eV

Atom charges from the Löwdin analysis, given in e for atoms 1 to 5: -0.14, -0.18, -0.21, 0.02, 0.16

***

#d
Entry from OMol25: a cluster of 4 separate species, C4H14NO2 in total (ωB97M-V with the def2-TZVPD basis set).

```
! wB97M-V def2-TZVPD RIJCOSX def2/J DEFGRID3
* xyz 1 1
C 0.818 0.533 1.157
C -0.510 0.970 0.530
C -0.709 0.410 -0.846
C -0.786 1.155 -2.022
N -1.097 -0.855 -0.914
H 0.896 -0.529 1.407
H 0.885 1.093 2.084
H 1.705 0.802 0.573
H -0.479 2.059 0.501
H -1.346 0.714 1.189
H -0.519 2.202 -2.170
H -1.136 0.659 -2.917
H -6.427 0.884 -1.137
H -0.939 -1.211 -1.867
H -1.324 -1.617 0.845
H -2.341 -2.367 1.645
H -6.540 0.797 -0.418
O -1.703 -1.651 1.737
H 5.040 0.460 0.204
H 4.874 -0.699 -0.753
O 4.529 -0.331 0.054
*
```

Output
HOMO ... -14.22 eV
Kohn-Sham gap ... 5.20 eV

Atom charges from the Löwdin analysis, given in e for atoms 1 to 5: -0.06, -0.19, -0.30, 0.39, 0.32

***

Name the most stable of them. #b.

***

#a
Entry from OMol25: a cluster of 2 separate species, C4H14NO2 in total (ωB97M-V with the def2-TZVPD basis set).

```
! wB97M-V def2-TZVPD RIJCOSX def2/J DEFGRID3
* xyz 1 1
C -0.797 -1.885 1.432
O -1.077 -2.868 2.484
C 0.172 -2.503 0.423
H -1.780 -1.606 0.937
H -0.373 -1.007 1.949
H -1.760 -2.491 3.055
H -0.278 -3.354 -0.104
H 0.470 -1.819 -0.438
H 1.051 -2.882 0.950
C 0.653 2.617 -1.149
O 1.943 3.109 -1.512
C 0.721 1.122 -0.870
N -0.648 0.655 -0.478
H -0.033 2.857 -1.961
H 0.338 3.056 -0.216
H 1.891 4.065 -1.524
H 1.016 0.593 -1.800
H 1.432 0.870 -0.095
H -1.422 0.957 -1.108
H -0.923 0.894 0.503
H -0.598 -0.379 -0.477
*
```

Output
HOMO ... -14.00 eV
Kohn-Sham gap ... 10.25 eV

Atom charges from the Löwdin analysis, given in e for atoms 1 to 5: -0.33, -0.07, -0.08, 0.12, 0.10

***

#b
Entry from OMol25: a cluster of 3 separate species, C4H14NO2 in total (ωB97M-V with the def2-TZVPD basis set).

```
! wB97M-V def2-TZVPD RIJCOSX def2/J DEFGRID3
* xyz 1 1
C -1.332 -1.364 -1.072
C -0.367 -0.208 -1.497
C 0.648 0.106 -0.426
C 0.712 1.169 1.747
N 0.118 0.422 0.928
H -2.090 -1.506 -1.829
H -1.726 -0.966 -0.111
H -0.714 -2.249 -0.965
H -0.950 0.660 -1.806
H 0.187 -0.618 -2.340
H 1.325 0.916 -0.706
H 1.277 -0.759 -0.145
H 1.623 1.684 1.457
H 0.377 1.362 2.764
H -0.804 -0.010 1.031
H -4.069 0.494 -0.067
H -3.831 -0.280 1.300
O -3.550 -0.190 0.379
H 4.628 -0.134 -0.015
H 4.533 0.952 1.038
O 4.007 0.518 0.334
*
```

Output
HOMO ... -15.04 eV
Kohn-Sham gap ... 10.50 eV

Atom charges from the Löwdin analysis, given in e for atoms 1 to 5: -0.08, -0.21, -0.15, 0.17, 0.07

***

Name the most stable of them. #b.